This record from the Open Molecules 2025 dataset describes one molecule with the formula C5H8O. The level of theory is wB97M-V/def2-TZVPD.

Results
- ΔE to the lowest compared entry with this formula, charge and spin (kcal/mol) = 80.4
- HOMO (spin up / spin down) (eV) = -7.98 / -7.97
- strongest force on any atom (eV/A) = 0.3
- E (a.u.) = -270.42972

Element x y z (Å)
O  1.24219  -0.22112  1.69658
C  -0.44490  0.37421  -0.50898
C  1.05232  0.07641  -0.59822
C  -0.26399  1.17801  0.67323
C  1.67162  -0.42901  0.53806
C  -1.38430  -0.81564  -0.39762
H  -1.31815  -1.44312  -1.29121
H  -1.10396  -1.42154  0.47046
H  1.55953  0.19437  -1.55145
H  -0.68310  0.91453  1.63658
H  -2.42311  -0.48731  -0.27313
H  -0.65900  1.00541  -1.37982
H  2.55318  -1.07901  0.40249
H  0.20165  2.15381  0.58304

Atom charges from the natural (NBO) analysis, given in e for atoms 1 to 2: -0.62, -0.34